Record 1
This record from OMol25 describes a gas-phase ion, H4NO2P2 (charge -1) in a non-equilibrium geometry. The level of theory is wB97M-V/def2-TZVPD.

Positions of all 9 atoms, in Å:
N 0.69 0.97 -0.98
O 0.72 0.49 1.44
O 1.38 -1.68 -0.36
P -1.72 -0.85 0.16
P 0.36 -0.18 0.23
H 0.79 0.55 -1.87
H 1.58 1.27 -0.60
H -2.26 0.43 0.43
H -1.55 -1.01 1.56

structure (SMILES): N[P@](=O)([O-])P
relative energy (zero: lowest compared OMol25 entry of this formula, charge and spin): 2.505 eV
HOMO: -3.703 eV
spin multiplicity: 1
net charge: -1
DFT total energy: -24228.6893 eV

***

Record 2
This record from OMol25 describes 2 unconnected molecules or ions with the total composition C6H12O2 in a non-equilibrium geometry. The level of theory is wB97M-V/def2-TZVPD.

Positions of all 20 atoms, in Å:
C 1.40 -1.52 -2.21
C 0.39 -1.42 -1.12
C -0.02 -0.29 -0.49
C -1.05 -0.28 0.48
C -2.02 0.72 0.57
O -1.89 1.75 -0.24
C -3.02 0.81 1.65
H 2.42 -1.58 -1.83
H 1.03 -2.36 -2.80
H 1.38 -0.61 -2.81
H 0.00 -2.39 -0.81
H 0.40 0.64 -0.81
H -1.08 -1.01 1.28
H -2.68 2.30 -0.31
H -2.91 -0.03 2.33
H -4.07 0.81 1.36
H -2.86 1.70 2.26
H 5.46 0.74 0.76
H 4.87 -0.61 0.60
O 4.89 0.12 1.23

relative energy (zero: lowest compared OMol25 entry of this formula, charge and spin): 0.338 eV
HOMO (spin up / spin down): -13.649 / -13.883 eV
spin multiplicity: 2
net charge: +1
DFT total energy: -10502.7611 eV
<S²>: 0.77

***

Record 3
This record from OMol25 describes a molecular structure, C6H9N. The level of theory is wB97M-V/def2-TZVPD.

Positions of all 16 atoms, in Å:
C -1.37 1.64 -0.31
C -0.14 0.85 -0.05
C 0.00 -0.59 0.15
C -1.05 -1.45 0.15
C 1.45 -0.90 0.20
C 2.05 0.28 -0.05
N 1.09 1.32 -0.22
H -2.27 1.08 -0.08
H -1.52 1.98 -1.33
H -1.44 2.54 0.30
H -0.94 -2.46 -0.21
H -2.09 -1.19 0.36
H 0.65 -3.27 0.79
H 1.18 -2.70 0.62
H 3.10 0.56 -0.04
H 1.30 2.31 -0.26

relative energy (zero: lowest compared OMol25 entry of this formula, charge and spin): 5.459 eV
HOMO (spin up / spin down): -6.965 / -6.966 eV
spin multiplicity: 1
DFT total energy: -7852.7006 eV

***

Record 4
This record from OMol25 describes 6 unconnected molecules or ions with the total composition C36H30N6O12 in a non-equilibrium geometry. The level of theory is wB97M-V/def2-TZVPD.

Positions of all 84 atoms, in Å:
C -6.01 18.83 -16.72
C -7.08 19.67 -16.41
C -7.53 19.91 -15.11
C -6.87 19.28 -14.03
C -5.73 18.58 -14.33
C -5.37 18.23 -15.67
N -7.27 19.57 -12.64
O -6.54 19.23 -11.71
O -8.30 20.27 -12.45
H -5.61 18.84 -17.72
H -7.53 20.14 -17.27
H -8.43 20.50 -15.01
H -5.23 18.10 -13.51
H -4.46 17.66 -15.78
C -1.81 17.07 -26.99
C -2.14 17.87 -25.92
C -3.03 17.46 -24.96
C -3.58 16.08 -25.09
C -3.13 15.28 -26.20
C -2.25 15.74 -27.11
N -4.63 15.68 -24.10
O -5.10 14.59 -24.21
O -4.77 16.37 -23.09
H -1.11 17.51 -27.69
H -1.79 18.89 -25.93
H -3.25 18.16 -24.16
H -3.46 14.25 -26.21
H -1.95 15.08 -27.91
C -4.19 11.59 -18.11
C -5.15 11.69 -17.11
C -4.75 11.97 -15.79
C -3.39 12.02 -15.50
C -2.44 11.89 -16.53
C -2.85 11.61 -17.84
N -2.87 12.24 -14.15
O -3.58 12.79 -13.29
O -1.77 11.71 -13.95
H -4.58 11.37 -19.09
H -6.21 11.65 -17.32
H -5.43 12.20 -14.97
H -1.40 12.09 -16.30
H -2.14 11.37 -18.62
C -9.25 26.24 -15.23
C -9.93 25.93 -16.43
C -9.17 25.56 -17.57
C -7.80 25.31 -17.40
C -7.19 25.59 -16.21
C -7.86 26.07 -15.14
N -7.04 24.84 -18.57
O -5.83 24.87 -18.52
O -7.70 24.40 -19.57
H -9.72 26.43 -14.28
H -11.00 26.02 -16.48
H -9.54 25.25 -18.54
H -6.12 25.48 -16.08
H -7.28 26.25 -14.24
C -15.73 21.54 -11.49
C -15.29 20.94 -12.66
C -16.04 19.92 -13.19
C -17.32 19.57 -12.65
C -17.70 20.10 -11.40
C -16.93 21.11 -10.85
N -18.15 18.55 -13.35
O -17.98 18.18 -14.54
O -19.03 18.06 -12.70
H -15.37 22.44 -11.02
H -14.46 21.29 -13.25
H -15.76 19.50 -14.15
H -18.64 19.81 -10.96
H -17.19 21.64 -9.94
C -0.25 17.52 -11.77
C -0.77 18.73 -11.59
C -0.71 19.69 -12.57
C -0.12 19.42 -13.82
C 0.52 18.17 -13.96
C 0.42 17.16 -12.95
N -0.09 20.48 -14.88
O -0.71 21.55 -14.69
O 0.47 20.29 -15.88
H -0.32 16.77 -11.00
H -1.25 18.98 -10.66
H -1.21 20.65 -12.49
H 1.05 17.96 -14.88
H 0.94 16.22 -13.08

structure (SMILES): O=[N+]([O-])c1ccccc1.O=[N+]([O-])c1ccccc1.O=[N+]([O-])c1ccccc1.O=[N+]([O-])c1ccccc1.O=[N+]([O-])c1ccccc1.O=[N+]([O-])c1ccccc1
relative energy (zero: lowest compared OMol25 entry of this formula, charge and spin): 3.185 eV
HOMO: -9.948 eV
spin multiplicity: 1
DFT total energy: -71309.6036 eV

***

Record 5
This record from OMol25 describes a single C4H7N3 molecule in a non-equilibrium geometry. The level of theory is wB97M-V/def2-TZVPD.

Positions of all 14 atoms, in Å:
C -2.05 0.39 -0.23
C -0.93 -0.52 0.26
N 0.23 0.32 0.13
C 1.45 -0.21 -0.01
N 1.62 -1.47 -0.13
C 2.50 0.80 -0.03
N 3.35 1.58 -0.03
H -1.86 0.95 -1.17
H -2.33 1.17 0.49
H -2.87 -0.27 -0.38
H -0.83 -1.40 -0.40
H -1.02 -0.94 1.30
H 0.15 1.26 0.46
H 2.60 -1.66 -0.27

structure (SMILES): [H]/N=C(\C#N)NCC
relative energy (zero: lowest compared OMol25 entry of this formula, charge and spin): 0.725 eV
HOMO: -9.624 eV
spin multiplicity: 1
DFT total energy: -8730.9544 eV

***

Record 6
This record from OMol25 describes a molecular structure, C45H44As2OPd in a non-equilibrium geometry. The level of theory is wB97M-V/def2-TZVPD.

Positions of all 93 atoms, in Å:
Pd -11.96 -7.52 15.32
C -11.19 -9.84 17.88
C -12.20 -9.08 17.77
As -13.81 -8.66 16.60
C -14.59 -7.51 17.92
C -13.89 -6.28 18.00
C -14.46 -5.29 18.80
C -15.74 -5.50 19.38
C -16.31 -6.71 19.33
C -15.80 -7.70 18.46
C -14.71 -10.17 15.90
C -14.13 -10.65 14.79
C -14.47 -11.79 14.04
C -15.54 -12.62 14.58
C -16.38 -11.85 15.63
C -15.85 -10.76 16.26
As -9.45 -8.77 18.04
C -8.27 -9.83 17.07
C -8.34 -9.50 15.70
C -7.56 -10.17 14.76
C -6.73 -11.21 15.27
C -6.73 -11.56 16.66
C -7.53 -10.88 17.57
C -8.87 -8.64 19.75
C -8.46 -7.36 19.93
C -8.15 -6.92 21.24
C -8.12 -7.87 22.26
C -8.65 -9.13 22.08
C -9.19 -9.52 20.79
H -11.14 -11.12 17.75
H -9.22 -14.00 21.30
H -11.85 -8.04 17.89
H -16.48 -18.33 20.31
H -13.01 -6.13 17.51
H -14.15 -4.34 18.89
H -16.13 -4.68 19.99
H -17.45 -6.78 19.96
H -16.41 -8.72 18.77
H -12.98 -10.21 14.26
H -14.28 -12.59 13.21
H -16.20 -13.63 14.58
H -17.11 -12.39 15.98
H -17.22 -18.47 20.01
H -9.09 -8.78 15.43
H -7.23 -9.99 13.53
H -6.10 -11.76 14.62
H -5.88 -12.40 17.07
H -7.55 -10.98 18.66
H -8.57 -6.60 18.96
H -8.02 -5.82 21.26
H -7.90 -7.61 23.28
H -8.79 -9.66 23.00
H -9.87 -14.92 21.59
C -10.63 -11.81 14.41
C -10.33 -10.98 13.28
O -11.66 -10.75 12.51
C -11.63 -10.57 11.21
C -12.96 -9.99 10.72
H -9.71 -11.80 15.21
H -11.74 -12.76 14.17
H -11.37 -11.04 15.19
H -9.53 -11.00 12.20
H -10.02 -10.08 13.49
H -11.28 -11.56 10.66
H -11.04 -9.75 11.52
H -13.37 -10.45 11.57
H -13.14 -10.46 9.78
H -12.58 -9.06 10.81
C -10.66 -6.27 14.65
C -9.56 -5.64 14.62
C -8.59 -4.65 14.69
C -7.30 -4.84 13.98
C -7.31 -5.46 12.72
C -6.18 -5.66 11.96
C -4.93 -5.21 12.40
C -4.86 -4.66 13.70
C -6.04 -4.50 14.48
C -8.77 -3.46 15.50
C -8.11 -2.20 15.30
C -8.39 -1.22 16.20
C -9.25 -1.36 17.29
C -9.88 -2.60 17.48
C -9.63 -3.64 16.64
H -8.27 -5.80 12.32
H -6.35 -6.12 11.01
H -3.88 -5.18 11.71
H -3.94 -4.13 14.16
H -6.02 -4.17 15.48
H -7.42 -2.10 14.45
H -7.90 -0.27 16.22
H -9.45 -0.63 17.96
H -10.62 -2.70 18.32
H -10.14 -4.54 16.66

HOMO: -0.627 eV
spin multiplicity: 1
net charge: -2
DFT total energy: -174552.3877 eV

***

Q: Which formula does entry 2 have?
A: C6H12O2

***

Copy entry 2 word for word.
This record from OMol25 describes 2 unconnected molecules or ions with the total composition C6H12O2 in a non-equilibrium geometry. The level of theory is wB97M-V/def2-TZVPD.

Positions of all 20 atoms, in Å:
C 1.40 -1.52 -2.21
C 0.39 -1.42 -1.12
C -0.02 -0.29 -0.49
C -1.05 -0.28 0.48
C -2.02 0.72 0.57
O -1.89 1.75 -0.24
C -3.02 0.81 1.65
H 2.42 -1.58 -1.83
H 1.03 -2.36 -2.80
H 1.38 -0.61 -2.81
H 0.00 -2.39 -0.81
H 0.40 0.64 -0.81
H -1.08 -1.01 1.28
H -2.68 2.30 -0.31
H -2.91 -0.03 2.33
H -4.07 0.81 1.36
H -2.86 1.70 2.26
H 5.46 0.74 0.76
H 4.87 -0.61 0.60
O 4.89 0.12 1.23

relative energy (zero: lowest compared OMol25 entry of this formula, charge and spin): 0.338 eV
HOMO (spin up / spin down): -13.649 / -13.883 eV
spin multiplicity: 2
net charge: +1
DFT total energy: -10502.7611 eV
<S²>: 0.77